A cluster of 3 separate species, C24H36F16NO6S in total. Source: the OMol25 dataset; level of theory: wB97M-V/def2-TZVPD.

Calculated values
- spin multiplicity = 2
- LUMO level (spin up / spin down) (eV) = 0.37 / 0.18
- maximum force (Eh/bohr) = 0.009
- <S²> = 0.75
- highest occupied orbital energy (spin up / spin down) (eV) = -8.5 / -9.9

Each atom is followed by the atoms it is bonded to, with distances in Å.
Element x y z (Å)
1 C 1.370 -0.365 1.499  C2 1.538, H21 1.091, H22 1.093, H23 1.090
2 C 2.549 0.573 1.190  C1 1.538, C3 1.563, C11 1.555, C20 1.557
3 C 2.024 2.030 1.411  C2 1.563, C4 1.542, H24 1.093, H25 1.095
4 C 2.655 3.196 0.624  C3 1.542, C5 1.539, H26 1.092, H27 1.093
5 C 4.188 3.168 0.482  C4 1.539, C6 1.520, H28 1.090, H29 1.084
6 C 4.919 4.444 0.867  C5 1.520, S7 1.799, H30 1.090, H31 1.090
7 S 6.516 4.647 0.063  C6 1.799, O8 1.433, O9 1.429, O10 1.587
8 O 7.494 4.843 1.092  S7 1.433
9 O 6.379 5.582 -1.009  S7 1.429
10 O 6.798 3.258 -0.651  S7 1.587, H32 0.976
11 C 2.969 0.352 -0.291  C2 1.555, C12 1.550, H33 1.095, H34 1.084
12 C 4.173 -0.569 -0.615  C11 1.550, C13 1.542, C14 1.526, N15 1.498
13 C 3.758 -2.047 -0.765  C12 1.542, H35 1.088, H36 1.086, H37 1.090
14 C 4.815 -0.123 -1.925  C12 1.526, H38 1.090, H39 1.088, H40 1.090
15 N 5.204 -0.412 0.460  C12 1.498, O16 1.276, C17 1.496
16 O 6.036 0.540 0.282  N15 1.276
17 C 4.828 -0.638 1.890  N15 1.496, C18 1.526, C19 1.533, C20 1.540
18 C 6.052 -0.310 2.741  C17 1.526, H41 1.090, H42 1.087, H43 1.091
19 C 4.445 -2.099 2.154  C17 1.533, H44 1.090, H45 1.087, H46 1.089
20 C 3.673 0.318 2.238  C2 1.557, C17 1.540, H47 1.090, H48 1.095
21 H 1.592 -1.404 1.249  C1 1.091
22 H 1.101 -0.327 2.557  C1 1.093
23 H 0.492 -0.068 0.925  C1 1.090
24 H 0.952 2.050 1.199  C3 1.093
25 H 2.117 2.233 2.483  C3 1.095
26 H 2.221 3.224 -0.377  C4 1.092
27 H 2.336 4.126 1.102  C4 1.093
28 H 4.441 2.936 -0.552  C5 1.090
29 H 4.603 2.360 1.073  C5 1.084
30 H 5.161 4.471 1.929  C6 1.090
31 H 4.346 5.337 0.618  C6 1.090
32 H 6.610 2.468 -0.110  O10 0.976
33 H 2.106 -0.067 -0.818  C11 1.095
34 H 3.167 1.302 -0.774  C11 1.084
35 H 2.822 -2.280 -0.262  C13 1.088
36 H 4.527 -2.720 -0.399  C13 1.086
37 H 3.621 -2.272 -1.823  C13 1.090
38 H 4.162 -0.409 -2.751  C14 1.090
39 H 4.969 0.953 -1.962  C14 1.088
40 H 5.786 -0.599 -2.058  C14 1.090
41 H 6.937 -0.811 2.349  C18 1.090
42 H 6.249 0.759 2.776  C18 1.087
43 H 5.879 -0.660 3.760  C18 1.091
44 H 4.510 -2.283 3.226  C19 1.090
45 H 3.434 -2.338 1.835  C19 1.087
46 H 5.129 -2.785 1.657  C19 1.089
47 H 4.109 1.263 2.560  C20 1.090
48 H 3.188 -0.091 3.131  C20 1.095
49 C -3.906 0.573 -0.221  C50 1.532, O56 1.415, H63 1.088, H64 1.090
50 C -2.633 -0.173 0.192  C49 1.532, C51 1.534, F54 1.347, F55 1.371
51 C -2.741 -1.662 0.543  C50 1.534, F52 1.350, F53 1.354, H65 1.090
52 F -3.521 -1.835 1.631  C51 1.350
53 F -1.502 -2.119 0.840  C51 1.354
54 F -2.000 0.482 1.185  C50 1.347
55 F -1.822 -0.143 -0.914  C50 1.371
56 O -4.524 1.331 0.801  C49 1.415, C57 1.358
57 C -5.533 0.835 1.563  O56 1.358, C58 1.536, F61 1.347, F62 1.356
58 C -5.182 0.869 3.057  C57 1.536, F59 1.347, F60 1.350, H66 1.091
59 F -4.065 0.150 3.279  C58 1.347
60 F -6.198 0.311 3.750  C58 1.350
61 F -5.899 -0.407 1.188  C57 1.347
62 F -6.620 1.629 1.403  C57 1.356
63 H -3.567 1.315 -0.942  C49 1.088
64 H -4.603 -0.097 -0.726  C49 1.090
65 H -3.143 -2.232 -0.295  C51 1.090
66 H -5.034 1.899 3.384  C58 1.091
67 C -8.039 -1.801 -3.775  C68 1.532, O74 1.410, H81 1.089, H82 1.090
68 C -6.690 -1.282 -4.283  C67 1.532, C69 1.534, F72 1.349, F73 1.368
69 C -5.668 -2.316 -4.769  C68 1.534, F70 1.350, F71 1.350, H83 1.092
70 F -5.319 -3.146 -3.763  C69 1.350
71 F -4.559 -1.668 -5.185  C69 1.350
72 F -6.120 -0.468 -3.371  C68 1.349
73 F -6.980 -0.538 -5.395  C68 1.368
74 O -8.155 -1.912 -2.375  C67 1.410, C75 1.360
75 C -7.846 -3.056 -1.706  O74 1.360, C76 1.535, F79 1.343, F80 1.353
76 C -6.760 -2.796 -0.654  C75 1.535, F77 1.357, F78 1.347, H84 1.090
77 F -5.653 -2.288 -1.251  C76 1.357
78 F -6.424 -3.961 -0.067  C76 1.347
79 F -7.499 -4.058 -2.531  C75 1.343
80 F -8.946 -3.453 -1.026  C75 1.353
81 H -8.756 -1.030 -4.054  C67 1.089
82 H -8.313 -2.724 -4.287  C67 1.090
83 H -6.075 -2.900 -5.598  C69 1.092
84 H -7.121 -2.091 0.094  C76 1.090

A cluster of 2 separate species, C9H17Cl2N2O in total at a distorted geometry. Source: the OMol25 dataset; level of theory: wB97M-V/def2-TZVPD.

Calculated values
- LUMO level (spin up / spin down) (eV) = -6.20 / -6.25
- energy above the lowest of the compared OMol25 structures with the same formula, charge and spin (eV) = 0.687
- total charge = +1
- maximum force (Eh/bohr) = 0.063
- highest occupied orbital energy (spin up / spin down) (eV) = -13.2 / -13.4

Each atom is followed by the atoms it is bonded to, with distances in Å.
Element x y z (Å)
1 C 1.971 -1.144 0.436  C7 1.518, N10 1.321, O12 1.220
2 C -0.668 0.764 0.357  N11 1.259, Cl13 1.632
3 C 2.803 0.911 -1.856  C8 1.531, H15 1.087, H16 1.085, H17 1.088
4 C 3.633 1.395 0.513  C8 1.535, H18 1.088, H19 1.087, H20 1.085
5 C -3.718 -0.337 1.287  C9 1.522, H21 1.086, H22 1.087, H23 1.087
6 C -3.531 -0.494 -1.227  C9 1.520, H24 1.087, H25 1.087, H26 1.088
7 C 0.941 -2.021 1.124  C1 1.518, Cl14 1.789, H27 1.089, H28 1.091
8 C 2.419 1.136 -0.390  C3 1.531, C4 1.535, N10 1.401, H29 1.103
9 C -3.041 0.199 0.034  C5 1.522, C6 1.520, N11 1.474, H30 1.094
10 N 1.630 0.089 0.106  C1 1.321, C8 1.401
11 N -1.594 -0.062 0.139  C2 1.259, C9 1.474, H31 1.052
12 O 3.106 -1.517 0.187  C1 1.220
13 Cl -0.676 2.383 0.564  C2 1.632
14 Cl -0.177 -2.729 -0.080  C7 1.789
15 H 1.923 0.738 -2.470  C3 1.087
16 H 3.337 1.775 -2.237  C3 1.085
17 H 3.445 0.034 -1.914  C3 1.088
18 H 4.297 0.536 0.444  C4 1.088
19 H 3.335 1.518 1.551  C4 1.087
20 H 4.154 2.288 0.184  C4 1.085
21 H -4.787 -0.154 1.221  C5 1.086
22 H -3.560 -1.407 1.385  C5 1.087
23 H -3.345 0.160 2.180  C5 1.087
24 H -3.020 -0.113 -2.107  C6 1.087
25 H -4.596 -0.312 -1.348  C6 1.087
26 H -3.373 -1.569 -1.163  C6 1.088
27 H 0.354 -1.459 1.848  C7 1.089
28 H 1.456 -2.855 1.605  C7 1.091
29 H 1.781 2.034 -0.332  C8 1.103
30 H -3.183 1.281 -0.040  C9 1.094
31 H -1.316 -1.066 -0.002  N11 1.052

The molecule C3H7ClFN at a distorted geometry. Source: the OMol25 dataset; level of theory: wB97M-V/def2-TZVPD.

Calculated values
- LUMO level (eV) = 0.92
- energy above the lowest of the compared OMol25 structures with the same formula, charge and spin (eV) = 0.419
- SMILES = C[C@](F)(Cl)CN
- maximum force (Eh/bohr) = 0.061
- highest occupied orbital energy (eV) = -9.5

Each atom is followed by the atoms it is bonded to, with distances in Å.
Element x y z (Å)
1 C 1.396 1.055 -0.218  C2 1.566, H7 1.101, H8 1.050, H9 1.095
2 C 0.548 -0.145 0.323  C1 1.566, F3 1.332, Cl4 1.700, C5 1.518
3 F 0.314 0.102 1.611  C2 1.332
4 Cl 1.393 -1.615 0.189  C2 1.700
5 C -0.776 -0.189 -0.418  C2 1.518, N6 1.465, H10 1.076, H11 1.076
6 N -1.951 -0.758 0.246  C5 1.465, H12 0.972, H13 1.049
7 H 2.306 1.040 0.402  C1 1.101
8 H 1.603 0.831 -1.223  C1 1.050
9 H 0.836 1.984 -0.064  C1 1.095
10 H -1.027 0.822 -0.686  C5 1.076
11 H -0.631 -0.783 -1.304  C5 1.076
12 H -1.872 -0.600 1.202  N6 0.972
13 H -2.141 -1.743 -0.060  N6 1.049

The molecule C4H5N at a distorted geometry. Source: the OMol25 dataset; level of theory: wB97M-V/def2-TZVPD.

Calculated values
- LUMO level (eV) = 1.14
- energy above the lowest of the compared OMol25 structures with the same formula, charge and spin (eV) = 1.276
- SMILES = c1cc[nH]c1
- maximum force (Eh/bohr) = 0.037
- highest occupied orbital energy (eV) = -8.8

Each atom is followed by the atoms it is bonded to, with distances in Å.
Element x y z (Å)
1 C -0.662 0.674 -0.604  C2 1.437, C5 1.350, H6 1.077
2 C 0.707 0.885 -0.220  C1 1.437, C3 1.357, H7 1.082
3 C 1.072 -0.142 0.589  C2 1.357, N4 1.413, H8 1.085
4 N -0.020 -1.020 0.776  C3 1.413, C5 1.415, H9 1.047
5 C -1.088 -0.413 0.075  C1 1.350, N4 1.415, H10 1.080
6 H -1.237 1.250 -1.310  C1 1.077
7 H 1.318 1.721 -0.532  C2 1.082
8 H 2.021 -0.315 1.084  C3 1.085
9 H -0.078 -1.711 -0.008  N4 1.047
10 H -2.033 -0.930 0.150  C5 1.080